A structure of composition C33H29BiF10N7O2S, computed with the ωB97M-V functional and the def2-TZVPD basis.

XYZ file:
```
83
Properties=species:S:1:pos:R:3:forces:R:3:lowdin_charge:R:1
Bi -0.30539 0.43671 0.18485 0.5 0.0 0.3 1.79
C 0.95618 3.63438 1.06735 0.0 0.1 0.0 -0.09
N 1.43363 2.26160 1.10738 -0.1 -0.2 -0.1 -0.31
C 1.79802 1.84285 2.45817 0.0 0.0 0.3 -0.18
C 0.63522 1.06544 3.08092 0.3 0.0 -0.1 -0.24
N 0.49987 -0.15578 2.30962 0.0 0.1 -0.4 -0.15
C 0.29566 -1.32870 2.99284 -0.2 -0.3 0.3 -0.20
C 1.10953 -2.45230 2.75257 0.0 0.3 0.0 -0.16
F 2.23696 -2.29237 2.05795 0.1 -0.1 -0.2 0.11
C 0.86038 -3.70475 3.27460 -0.1 0.0 0.0 -0.15
F 1.66336 -4.73456 2.98152 0.0 0.0 0.0 0.11
C -0.19985 -3.88112 4.14425 0.0 0.1 0.0 -0.15
F -0.49980 -5.09085 4.63736 0.1 -0.1 0.0 0.10
C -0.92708 -2.77319 4.53813 -0.1 0.0 0.1 -0.16
F -1.91310 -2.92548 5.43700 0.0 0.0 0.0 0.10
C -0.66741 -1.52815 3.99890 0.2 0.0 -0.2 -0.17
F -1.35580 -0.48480 4.48134 -0.2 0.1 -0.1 0.09
C 2.41460 2.04228 0.04510 0.1 -0.1 0.0 -0.22
C 2.95893 0.63352 -0.16938 0.0 -0.1 0.2 -0.26
N 1.97707 -0.42275 -0.37647 -0.3 0.2 -0.1 -0.13
C 2.45131 -1.60790 -0.79577 0.5 -0.2 -0.3 -0.23
C 1.68293 -2.79982 -0.72209 0.1 0.1 0.1 -0.17
F 0.56698 -2.79864 0.01907 -0.5 0.2 0.1 0.03
C 2.03785 -4.01789 -1.24771 0.0 0.1 -0.1 -0.16
F 1.20064 -5.05682 -1.11923 0.0 -0.1 0.0 0.11
C 3.25936 -4.19081 -1.87156 0.0 0.0 0.1 -0.17
F 3.60483 -5.35875 -2.44557 0.0 0.0 0.0 0.09
C 4.11809 -3.11407 -1.85373 0.0 -0.1 0.0 -0.18
F 5.34140 -3.23846 -2.39517 0.1 0.0 -0.1 0.09
C 3.74227 -1.89239 -1.32995 -0.1 0.1 0.2 -0.15
F 4.71720 -0.94460 -1.37912 0.1 -0.1 -0.2 0.04
H 1.78354 4.35217 1.18339 0.0 -0.1 0.0 0.09
H 0.23584 3.80150 1.86647 0.0 0.0 0.0 0.09
H 0.46087 3.82754 0.11564 0.0 0.0 0.0 0.08
H 2.06707 2.70949 3.07795 0.0 0.0 -0.1 0.12
H 2.64978 1.16560 2.41175 0.0 0.0 0.0 0.11
H -0.27114 1.68662 3.07665 0.0 0.1 0.1 0.09
H 0.87390 0.83206 4.12362 0.0 0.1 0.0 0.12
H 3.29125 2.69218 0.20278 0.0 0.0 -0.1 0.13
H 1.92753 2.36156 -0.88352 0.0 0.1 0.0 0.11
H 3.60645 0.35278 0.67373 0.1 0.1 0.0 0.11
H 3.61058 0.75001 -1.03925 0.0 0.1 0.1 0.10
N -2.94952 -3.11243 1.06433 -0.1 -0.1 0.1 0.08
C -2.53788 -1.82644 0.90264 0.0 0.5 -0.3 -0.87
S -2.00726 -1.38460 -0.71003 -0.1 -0.5 -0.2 0.55
N -2.65053 -1.01050 1.89304 -0.2 -0.5 0.8 -0.01
N -2.23539 0.26903 1.64477 -0.2 0.5 -0.4 -0.17
C -2.75257 1.19538 2.36281 -0.2 -0.4 0.0 -0.10
C -2.59421 2.61503 2.14949 0.1 0.3 -0.1 -0.17
C -2.97866 3.48110 3.18433 0.1 -0.1 0.0 -0.07
C -2.95549 4.84910 3.03775 0.0 0.2 0.1 -0.12
C -2.59577 5.38711 1.79677 0.1 -0.1 0.0 -0.11
C -2.25498 4.56625 0.74933 0.0 0.0 0.0 -0.04
C -2.20320 3.15357 0.88473 -0.2 0.0 0.0 -0.42
O -1.84265 2.41277 -0.10961 0.2 0.0 -0.1 -0.28
H -2.60728 -3.78027 0.39712 0.0 0.0 0.0 0.07
H -3.11770 -3.42108 2.00903 0.0 0.0 0.0 0.09
H -3.42221 0.88542 3.16664 0.0 0.0 0.0 0.13
H -3.27289 3.04367 4.13313 0.0 0.0 0.0 0.11
H -3.22715 5.50283 3.85631 0.0 0.0 0.0 0.09
H -2.57507 6.46243 1.66065 -0.1 0.0 0.0 0.10
H -1.99383 4.97412 -0.22016 0.0 0.0 0.0 0.11
O -1.93681 2.41017 -3.04740 0.1 0.0 0.3 -0.10
C -2.90460 1.50165 -3.53016 -0.1 0.0 -0.2 -0.28
C -2.32161 0.61693 -4.64422 0.1 0.0 0.3 -0.17
C -1.81109 -0.78417 -4.23519 0.1 0.3 0.0 -0.15
C -0.31023 -0.91685 -4.12478 0.0 -0.2 -0.2 -0.29
C 0.32303 -2.08591 -4.55314 0.0 0.0 0.0 -0.03
C 1.70401 -2.16001 -4.52664 0.0 0.0 0.0 -0.07
C 2.42330 -1.06659 -4.06545 0.0 0.0 -0.1 -0.08
C 1.70894 0.02812 -3.61005 0.1 0.0 0.0 -0.14
N 0.38337 0.10750 -3.63667 -0.2 0.1 0.1 0.13
H -2.05025 2.53852 -2.08795 0.1 -0.1 -0.1 0.04
H -3.73995 2.07603 -3.95781 0.0 -0.1 0.1 0.10
H -3.30472 0.88136 -2.72106 0.0 0.0 0.0 0.10
H -1.49845 1.18329 -5.08334 -0.1 0.0 -0.1 0.11
H -3.09385 0.48281 -5.40539 0.0 0.0 0.0 0.10
H -2.15598 -1.52079 -4.96367 0.0 0.0 0.1 0.10
H -2.24322 -1.06657 -3.27524 -0.1 0.0 0.0 0.03
H -0.26435 -2.91713 -4.92253 0.0 0.0 0.0 0.11
H 2.21155 -3.05355 -4.86917 0.0 0.0 0.0 0.11
H 3.50452 -1.06809 -4.05767 0.0 0.0 0.1 0.10
H 2.22112 0.89743 -3.20796 0.0 0.0 0.0 0.10
```
Positions in Å, forces in eV/Å.

Values from the calculation:
HOMO energy   -4.6 eV
Net charge   -1
LUMO   2.56 eV
Energy above the lowest of the compared OMol25 structures with the same formula, charge and spin   0.0 kcal per mole
Energy   -3420.13981 a.u.
Spin multiplicity   1